Entry 1:
{
  "formula": "C4H5NO",
  "method": "ωB97M-V/def2-TZVPD",
  "species": ["O", "C", "C", "N", "C", "C", "H", "H", "H", "H", "H"],
  "xyz": [[1.665633, 0.002965, 1.749694], [0.875553, 0.031242, 0.845988], [0.044261, 1.181362, 0.278079], [-1.012284, 0.186579, -0.091584], [-0.415152, -0.645140, -1.118315], [-0.095980, -0.959017, 0.295899], [-0.202336, 1.774730, 1.160649], [0.352771, 1.832231, -0.545737], [0.350198, -0.233639, -1.776764], [-1.118932, -1.318720, -1.601848], [-0.443734, -1.852592, 0.803937]],
  "atomic_forces_ev_per_a": [[-0.067, -0.161, -0.541], [0.229, -0.033, 0.371], [0.097, 0.244, 0.022], [-0.200, 0.131, -0.010], [0.049, -0.008, -0.201], [0.086, -0.320, 0.262], [-0.397, 0.120, -0.244], [0.140, -0.234, 0.161], [-0.103, 0.006, 0.178], [0.116, 0.142, 0.100], [0.050, 0.112, -0.097]],
  "lowdin_charge": [0.1002, -0.3692, -0.0796, -0.0146, -0.1152, -0.1362, 0.1247, 0.1191, 0.1165, 0.1133, 0.1412],
  "e_homo_ev": -9.692,
  "total_energy_ha": -285.3318,
  "total_charge": 0,
  "orbital_gap_ha": 0.3895,
  "lumo_energy_ev": 0.9,
  "smiles": "O=C1CN2C[C@@H]12"
}

---

Entry 2:
{
  "formula": "C8B2O16Sn",
  "method": "ωB97M-V/def2-TZVPD",
  "species": ["Sn", "O", "C", "O", "B", "O", "C", "O", "O", "C", "O", "C", "O", "O", "O", "C", "O", "B", "O", "C", "O", "O", "C", "O", "C", "O", "O"],
  "xyz": [[-5.201100, -27.209050, -20.971010], [-7.195710, -25.255480, -20.128080], [-7.730300, -24.484520, -19.398250], [-7.712250, -24.483930, -18.154580], [-8.603760, -23.389110, -17.623200], [-9.104600, -22.661140, -18.793070], [-8.652110, -23.287000, -19.900150], [-8.931260, -22.950180, -21.081330], [-7.958810, -22.482310, -16.661400], [-8.588970, -22.481680, -15.439840], [-8.177720, -22.067660, -14.364840], [-9.911880, -23.451490, -15.743670], [-9.798210, -23.953170, -16.951010], [-10.784970, -23.757340, -14.945300], [-4.773370, -27.812900, -15.373460], [-5.943630, -28.044250, -15.717670], [-7.022530, -28.266990, -14.913840], [-8.253740, -28.146460, -15.749440], [-7.762010, -28.064500, -17.166220], [-6.402710, -27.878530, -17.138960], [-5.622390, -27.694990, -18.057230], [-9.158450, -29.291830, -15.608580], [-10.370410, -28.899290, -15.128890], [-11.199100, -29.716050, -14.751780], [-10.363470, -27.341940, -14.988790], [-9.075190, -26.990770, -15.337330], [-11.192940, -26.560270, -14.545670]],
  "atomic_forces_ev_per_a": [[-1.712, 0.871, 2.547], [2.500, -2.733, -2.686], [-2.009, 2.322, -1.345], [-0.113, 0.429, 3.269], [-0.484, 1.047, -0.557], [1.256, -1.320, -0.864], [-1.615, 2.101, -3.916], [1.563, -1.899, 4.966], [-1.378, -0.499, 2.167], [3.249, 0.904, 1.601], [-2.246, -1.499, -4.200], [-1.434, -1.892, -0.340], [0.317, 0.643, 2.080], [1.581, 0.939, -0.689], [-3.566, -1.137, -1.073], [2.333, 1.356, 3.598], [1.496, 0.429, -2.107], [-1.118, -0.828, 0.986], [3.604, 1.131, -0.738], [-3.698, -1.181, -0.199], [0.074, 0.259, -1.827], [-0.541, 1.098, 0.110], [-0.789, -3.169, 1.035], [1.458, 2.678, -1.052], [0.902, 1.458, 0.651], [-1.276, 0.294, -0.042], [1.645, -1.804, -1.374]],
  "lowdin_spin": [0.0000, 0.0000, 0.0001, 0.0010, 0.0045, 0.0022, 0.0001, 0.0002, 0.0650, 0.0608, 0.1192, 0.0587, 0.0399, 0.5234, 0.0000, 0.0000, 0.0004, 0.0004, 0.0001, 0.0000, 0.0000, 0.0053, 0.0071, 0.0091, 0.0051, 0.0075, 0.0901],
  "e_homo_ev": [-12.506, -12.207],
  "total_energy_ha": -1772.5844,
  "total_charge": 1,
  "orbital_gap_ha": [0.1209, 0.1100],
  "multiplicity": 2,
  "lumo_energy_ev": [-9.2, -9.2],
  "s2": 0.760
}

---

Entry 3:
{
  "formula": "C4H8S",
  "method": "ωB97M-V/def2-TZVPD",
  "species": ["C", "C", "C", "C", "S", "H", "H", "H", "H", "H", "H", "H", "H"],
  "xyz": [[-0.214489, 1.457542, -0.260782], [0.100620, -0.013223, -0.245977], [-0.841412, -1.163421, -0.445438], [1.048555, -0.306049, 0.930432], [1.832085, -0.214742, -0.651724], [-0.153304, 1.750830, -1.319851], [-1.246895, 1.652719, 0.121037], [0.594268, 1.924817, 0.277747], [-0.215152, -2.058868, -0.456154], [-1.583584, -1.283979, 0.396161], [-1.494644, -1.052843, -1.382279], [0.995696, -1.279155, 1.490260], [1.178262, 0.586373, 1.546566]],
  "atomic_forces_ev_per_a": [[-1.556, -0.505, -1.289], [1.030, -0.463, 2.401], [-1.853, 0.136, -0.955], [-0.713, -0.141, 0.644], [0.778, -0.674, -0.707], [-0.271, 0.433, 0.379], [0.902, 0.138, -0.061], [-0.232, 0.656, 0.152], [-0.415, -0.070, -0.354], [0.827, 0.391, -0.615], [1.162, -0.391, 1.066], [0.094, 1.018, -0.820], [0.245, -0.528, 0.160]],
  "lowdin_charge": [-0.1188, -0.8435, -0.1072, -0.4397, 0.8550, 0.0798, 0.0985, 0.0546, 0.0670, 0.0949, 0.1005, 0.0955, 0.0634],
  "e_homo_ev": -8.766,
  "total_energy_ha": -555.3559,
  "total_charge": 0,
  "orbital_gap_ha": 0.3577,
  "lumo_energy_ev": 1.0,
  "smiles": "CC1(C)CS1"
}

---

Entry 4:
{
  "formula": "C3H11N2O",
  "method": "ωB97M-V/def2-TZVPD",
  "species": ["C", "C", "O", "N", "H", "H", "H", "H", "H", "C", "N", "H", "H", "H", "H", "H", "H"],
  "xyz": [[-2.190313, -1.609622, -0.825644], [-0.814164, -1.070289, -0.947561], [-0.410915, -0.043922, -0.397319], [0.070355, -1.783080, -1.690903], [-2.413402, -2.255851, -1.681602], [-2.956810, -0.852265, -0.798142], [1.037009, -1.510985, -1.618650], [-0.042160, -2.728030, -2.019507], [-2.247086, -2.334513, -0.012777], [0.894893, 1.883889, 1.891180], [1.590636, 1.659994, 0.597787], [2.021029, 0.736352, 0.560607], [2.310849, 2.358549, 0.408679], [0.919072, 1.707167, -0.169745], [1.612954, 2.020239, 2.698171], [0.281169, 1.048122, 2.202507], [0.336884, 2.774239, 1.802912]],
  "atomic_forces_ev_per_a": [[-0.322, -1.140, -0.874], [1.037, -0.061, -0.009], [-0.173, 0.318, 0.154], [0.353, -0.237, 0.049], [0.068, 0.270, -0.152], [-0.024, 0.264, 0.428], [-0.054, 0.192, -0.037], [-0.589, 0.083, 0.022], [-0.023, 0.474, 0.461], [0.729, -0.353, 1.066], [0.073, -0.104, -0.144], [-0.094, -0.025, -0.089], [0.014, 0.014, 0.232], [-0.274, -0.458, -0.110], [0.281, 0.063, -0.265], [-0.201, -0.166, -0.644], [-0.801, 0.865, -0.088]],
  "lowdin_charge": [0.0053, -0.5600, -0.0107, 0.1661, 0.0899, 0.0908, 0.1050, 0.1159, 0.1008, -0.0134, 0.1409, 0.1612, 0.1730, 0.1353, 0.1056, 0.1034, 0.0908],
  "e_homo_ev": -13.791,
  "total_energy_ha": -305.4402,
  "total_charge": 1,
  "orbital_gap_ha": 0.3832,
  "lumo_energy_ev": -3.4
}

---

Entry 5:
{
  "formula": "C53H46N4PS2Y",
  "method": "ωB97M-V/def2-TZVPD",
  "species": ["Y", "C", "C", "C", "C", "C", "C", "C", "C", "C", "C", "C", "C", "H", "H", "H", "H", "H", "H", "H", "H", "H", "H", "H", "H", "H", "H", "H", "H", "H", "H", "N", "C", "C", "C", "C", "C", "C", "P", "C", "C", "C", "C", "C", "C", "C", "C", "C", "C", "C", "C", "H", "H", "H", "H", "H", "H", "H", "H", "H", "H", "H", "H", "H", "H", "H", "H", "C", "C", "C", "C", "C", "C", "C", "C", "C", "C", "C", "C", "C", "C", "C", "N", "H", "H", "H", "H", "H", "H", "H", "H", "H", "H", "S", "C", "C", "C", "C", "N", "C", "C", "C", "S", "C", "N", "H", "H"],
  "xyz": [[-0.976108, -0.341509, 0.234099], [1.000492, 3.687891, -1.313301], [0.049792, 3.393791, -0.181801], [0.454992, 3.516491, 1.149899], [1.871792, 3.905891, 1.481299], [-0.476808, 3.335791, 2.179299], [-0.112108, 3.751791, 3.580499], [-1.758408, 2.852891, 1.893799], [-2.716808, 2.490991, 3.000599], [-2.181708, 2.769791, 0.557899], [-3.628108, 2.521491, 0.205399], [-1.291308, 3.109891, -0.474201], [-1.820408, 3.275391, -1.872601], [0.867092, 2.977991, -2.128401], [2.036692, 3.644091, -1.000201], [0.823592, 4.691791, -1.700601], [2.033092, 4.966391, 1.297199], [2.578192, 3.353691, 0.866899], [2.115392, 3.690291, 2.516099], [0.449092, 2.977891, 4.103599], [-0.998408, 3.979691, 4.163199], [0.496092, 4.653491, 3.549599], [-3.257808, 1.581591, 2.748299], [-3.449708, 3.281091, 3.162099], [-2.197308, 2.303491, 3.935599], [-4.189808, 2.076191, 1.017899], [-3.722708, 1.872691, -0.664501], [-4.100908, 3.475291, -0.039901], [-1.922508, 2.317691, -2.380801], [-1.182708, 3.916291, -2.471901], [-2.807508, 3.726691, -1.834801], [1.192392, -2.346009, 1.059399], [2.531692, -2.340409, 0.648499], [3.523592, -2.973309, 1.391799], [4.830392, -2.994709, 0.946599], [5.165192, -2.391209, -0.254401], [4.199792, -1.717309, -0.976301], [2.882892, -1.661409, -0.528401], [1.637492, -0.576309, -1.322101], [2.820592, 0.533991, -2.181301], [3.509492, 1.456991, -1.399101], [4.504792, 2.240091, -1.951101], [4.828692, 2.099791, -3.291301], [4.137692, 1.193091, -4.077101], [3.129692, 0.417291, -3.531301], [1.002592, -1.540709, -2.735001], [1.424592, -2.824709, -3.052801], [0.843692, -3.489409, -4.119801], [-0.158408, -2.884409, -4.859301], [-0.564008, -1.593309, -4.557801], [0.021792, -0.918709, -3.506101], [1.075992, -2.809409, 1.956899], [0.595592, -2.814109, 0.376799], [3.257292, -3.462409, 2.318499], [5.587792, -3.501509, 1.522399], [6.177392, -2.426109, -0.623901], [4.471792, -1.222709, -1.895701], [3.272792, 1.529291, -0.346101], [5.033292, 2.953791, -1.335901], [5.618792, 2.697091, -3.720001], [4.391392, 1.077491, -5.120201], [2.606592, -0.299609, -4.147401], [2.194692, -3.304809, -2.464101], [1.166992, -4.490809, -4.366901], [-0.629008, -3.422109, -5.667201], [-1.339508, -1.116909, -5.139601], [-0.289208, 0.091791, -3.263501], [-4.496808, -2.500509, 1.967999], [-4.089008, -2.826409, 3.252299], [-2.969408, -2.222509, 3.787999], [-2.215208, -1.320409, 3.025099], [-2.579508, -1.010909, 1.694699], [-3.750708, -1.608409, 1.214399], [-1.043708, -0.649209, 3.606399], [-0.959108, -0.427409, 5.006299], [0.138192, 0.179791, 5.539599], [1.206592, 0.547791, 4.692499], [2.410392, 1.101391, 5.171099], [3.410892, 1.439491, 4.301799], [3.243092, 1.231491, 2.924199], [2.081792, 0.701191, 2.431499], [1.031092, 0.339791, 3.297599], [-0.087908, -0.224409, 2.788099], [-5.379008, -2.961109, 1.546099], [-4.638408, -3.556309, 3.831599], [-2.661908, -2.499309, 4.788499], [-4.107708, -1.354909, 0.218399], [-1.786208, -0.719409, 5.631799], [0.214092, 0.374491, 6.601399], [2.525392, 1.262891, 6.233399], [4.335392, 1.863391, 4.665399], [4.051692, 1.486391, 2.253799], [1.945392, 0.524691, 1.371499], [-2.608408, -0.013709, -1.917001], [-3.051808, -1.593009, -2.493501], [-4.024308, -1.600609, -3.487801], [-4.473308, -2.775209, -4.074601], [-5.466408, -2.715409, -5.073101], [-6.278108, -2.630509, -5.880001], [-3.912508, -3.997809, -3.653701], [-2.941908, -3.995209, -2.658201], [-2.501208, -2.817709, -2.055901], [-1.306608, -2.953309, -0.803901], [-4.323608, -5.212609, -4.237701], [-4.644208, -6.203909, -4.719401], [-4.424908, -0.653509, -3.817201], [-2.514508, -4.934209, -2.338901]],
  "atomic_forces_ev_per_a": [[0.361, -0.233, -0.409], [-0.073, -0.013, 0.105], [-0.001, -0.077, -0.018], [-0.095, -0.107, 0.037], [-0.097, -0.009, 0.002], [-0.012, -0.041, -0.027], [-0.014, -0.104, -0.051], [0.003, -0.079, -0.029], [0.099, -0.021, -0.052], [0.022, -0.036, -0.090], [0.039, 0.004, -0.011], [0.036, -0.160, 0.062], [0.081, -0.034, 0.008], [0.044, 0.039, -0.090], [0.019, 0.003, -0.047], [-0.008, 0.072, -0.121], [0.102, 0.174, -0.011], [0.090, 0.003, -0.023], [0.023, 0.056, 0.018], [0.091, -0.002, 0.119], [-0.046, 0.009, 0.069], [0.045, 0.008, 0.077], [-0.037, -0.050, 0.013], [-0.092, 0.068, 0.081], [0.015, 0.007, 0.069], [-0.024, -0.065, 0.054], [-0.088, 0.088, 0.093], [-0.084, 0.051, 0.015], [-0.035, 0.049, -0.148], [0.056, 0.041, -0.042], [-0.097, 0.035, -0.098], [-0.613, -0.066, 0.091], [0.463, 0.159, -0.364], [-0.094, -0.021, 0.077], [-0.041, 0.017, -0.042], [0.087, 0.032, -0.086], [-0.040, -0.143, 0.047], [-0.317, 0.076, 0.316], [0.723, -0.360, -0.759], [-0.290, 0.198, 0.162], [-0.068, -0.142, -0.131], [0.055, 0.034, 0.115], [0.008, 0.041, -0.046], [0.099, 0.080, -0.094], [-0.093, -0.057, 0.118], [-0.038, 0.146, -0.007], [0.057, 0.173, 0.104], [0.032, -0.136, 0.006], [-0.018, -0.001, -0.005], [0.020, 0.000, -0.210], [0.330, 0.091, 0.078], [-0.096, 0.173, -0.149], [0.161, -0.173, 0.049], [-0.037, -0.080, 0.080], [0.082, -0.066, 0.123], [0.139, -0.022, -0.013], [0.064, 0.048, -0.049], [0.010, 0.080, 0.140], [0.066, 0.057, 0.050], [0.066, 0.068, -0.054], [0.015, 0.015, -0.100], [-0.029, -0.017, -0.037], [0.015, -0.052, 0.029], [0.002, -0.062, 0.000], [-0.054, -0.059, -0.124], [-0.071, 0.036, -0.032], [0.000, -0.135, -0.114], [0.013, 0.053, -0.056], [-0.026, -0.088, 0.020], [0.269, 0.070, 0.098], [-0.657, -0.078, -0.428], [-0.457, -0.165, 0.939], [-0.224, 0.166, 0.042], [0.359, 0.189, 0.019], [0.232, 0.114, 0.188], [-0.149, -0.212, -0.159], [-0.069, -0.116, -0.321], [0.067, 0.145, -0.110], [-0.015, -0.001, 0.210], [-0.111, -0.162, -0.216], [0.079, 0.015, -0.063], [0.419, 0.150, 0.579], [-0.896, -0.073, -0.453], [-0.089, -0.013, -0.016], [-0.027, 0.009, 0.038], [0.030, 0.034, 0.069], [0.124, -0.131, 0.015], [-0.070, -0.018, 0.057], [-0.031, -0.016, 0.060], [0.008, -0.008, 0.102], [0.046, 0.012, 0.060], [0.024, 0.016, -0.097], [0.068, 0.002, -0.065], [0.315, 0.198, 0.711], [-0.048, -0.262, -0.054], [-0.073, -0.226, -0.144], [0.813, -0.133, 0.750], [-0.474, 0.006, -0.472], [-0.186, 0.005, -0.204], [0.280, 0.996, 0.435], [-0.240, -0.055, -0.211], [-0.096, 0.209, -0.125], [0.201, 0.663, 0.482], [-0.174, -0.653, -0.314], [-0.067, -0.224, -0.082], [-0.099, 0.028, -0.028], [0.016, -0.058, 0.019]],
  "lowdin_charge": [1.1551, -0.0351, -0.1828, -0.1796, -0.0398, -0.1795, -0.0211, -0.1872, -0.0360, -0.2214, -0.0560, -0.2099, -0.0507, 0.0817, 0.0454, 0.0975, 0.1001, 0.0529, 0.0600, 0.0721, 0.0777, 0.0859, 0.0650, 0.0979, 0.0661, 0.0702, 0.0087, 0.0961, 0.0091, 0.0739, 0.0826, 0.0537, -0.3315, -0.0282, -0.0752, -0.0778, -0.0761, -0.3093, 1.0567, -0.3775, -0.1311, -0.0767, -0.0762, -0.0682, -0.0752, -0.4374, -0.0964, -0.0708, -0.0695, -0.0758, -0.1722, 0.1058, -0.0449, 0.1118, 0.1051, 0.1035, 0.1063, 0.0822, 0.1072, 0.1039, 0.1070, 0.1054, 0.1051, 0.1063, 0.1085, 0.1149, 0.0628, -0.0743, -0.0821, -0.0482, -0.2244, -0.2654, -0.1504, -0.2267, 0.0057, 0.0085, -0.1743, -0.0321, -0.0708, -0.0774, -0.0321, -0.2245, 0.0965, 0.1048, 0.1023, 0.1017, 0.0736, 0.1101, 0.1222, 0.1160, 0.1066, 0.1094, 0.0675, 0.6358, -0.6735, -0.0752, -0.1931, -0.1919, 0.1691, -0.1925, -0.0630, -0.6642, 0.6294, -0.1920, 0.1701, 0.1104, 0.1128],
  "e_homo_ev": -7.135,
  "total_energy_ha": -3442.4691,
  "total_charge": 0,
  "orbital_gap_ha": 0.2346,
  "lumo_energy_ev": -0.8
}